# 1
ORCA calculation (ωB97M-V/def2-TZVPD) on a cluster of 14 separate species, C14H42N14O28 in total.

Computed properties:
- HOMO level: -10.95 eV
- Charge: 0
- Energy relative to the best compared isomer or geometry (same formula, charge and spin): 91.68 kcal per mole
- Kohn-Sham gap: 10.4 eV

Element x y z (Å)
C  -1.7394  7.0083  0.8898
N  -2.9987  7.5117  0.3210
O  -3.3552  8.6551  0.5817
O  -3.5599  6.7417  -0.4272
H  -0.9748  7.4972  0.2860
H  -1.6136  5.9340  0.7556
H  -1.5718  7.1925  1.9510
C  -5.1178  -2.7919  3.2751
N  -4.0663  -2.0214  3.9640
O  -4.2497  -1.6576  5.1174
O  -3.0061  -1.9204  3.3468
H  -5.5646  -2.3330  2.3933
H  -5.8860  -2.8058  4.0483
H  -4.7193  -3.7803  3.0462
C  -3.0073  2.9382  -4.8709
N  -2.8416  3.5384  -6.2306
O  -1.8553  4.1655  -6.4364
O  -3.7581  3.3608  -7.0177
H  -2.6536  3.7413  -4.2243
H  -2.3104  2.1009  -4.8349
H  -4.0805  2.7730  -4.7760
C  -5.6697  -3.9447  -4.5326
N  -5.3214  -3.3757  -3.2060
O  -4.6927  -2.3203  -3.2163
O  -5.6412  -3.9472  -2.1579
H  -6.6344  -4.4429  -4.4365
H  -4.8698  -4.6399  -4.7878
H  -5.8415  -3.0907  -5.1877
C  3.2148  3.6592  -6.9968
N  2.5153  2.5718  -6.2998
O  1.6215  1.9362  -6.9170
O  2.8260  2.4205  -5.0933
H  2.6870  4.5463  -6.6468
H  3.0911  3.5003  -8.0681
H  4.2740  3.6503  -6.7397
C  -0.2705  -2.8228  -5.4782
N  0.0443  -4.2184  -5.1492
O  0.7533  -4.8331  -5.9843
O  -0.5794  -4.7082  -4.2413
H  -0.5372  -2.7199  -6.5300
H  0.6664  -2.3020  -5.2804
H  -1.1311  -2.4372  -4.9317
C  -0.4171  1.7969  5.9833
N  -0.2582  2.8696  4.8932
O  -0.8448  2.5830  3.8433
O  0.4775  3.8497  5.0272
H  0.0425  0.8645  5.6555
H  -1.4691  1.5786  6.1669
H  0.1068  2.1870  6.8560
C  0.2444  0.0562  -0.3122
N  1.2900  -0.4519  0.5889
O  1.3297  -1.6195  0.8991
O  1.9343  0.3912  1.2043
H  0.6475  -0.2003  -1.2919
H  0.0340  1.1136  -0.1517
H  -0.7068  -0.4541  -0.1609
C  3.6932  -6.0827  -1.5106
N  5.1341  -6.2250  -1.4855
O  5.8083  -5.1716  -1.5488
O  5.6555  -7.3751  -1.3883
H  3.2333  -6.9696  -1.9464
H  3.4001  -5.1971  -2.0745
H  3.4250  -6.0010  -0.4573
C  4.9155  -3.5766  4.0950
N  3.7662  -2.9301  4.8631
O  2.6855  -3.4982  4.9190
O  3.9923  -1.8534  5.4064
H  5.4676  -4.2246  4.7757
H  5.4389  -2.7194  3.6715
H  4.4253  -4.1385  3.2999
C  3.0854  4.6241  0.2146
N  4.2742  4.8167  1.1317
O  5.2533  4.1167  0.9376
O  4.2164  5.6701  1.9773
H  2.7348  5.6317  -0.0088
H  2.2593  4.0535  0.6389
H  3.4336  4.1291  -0.6920
C  6.4576  2.5548  5.4653
N  7.5037  1.5562  5.8018
O  7.9128  1.4997  6.9446
O  7.9455  0.9444  4.8359
H  6.8236  3.5036  5.0728
H  5.9650  2.7858  6.4098
H  5.7116  2.0897  4.8209
C  -1.3867  -5.8824  1.2285
N  -1.9553  -6.7872  2.2374
O  -1.7279  -6.4689  3.3471
O  -2.4658  -7.8358  1.8660
H  -2.0671  -5.0310  1.2110
H  -1.4952  -6.4828  0.3253
H  -0.3674  -5.5877  1.4783
C  -5.3355  2.9329  1.4165
N  -5.3290  2.3892  0.0763
O  -6.3797  2.4995  -0.5903
O  -4.2865  1.9848  -0.4040
H  -5.1430  2.1680  2.1687
H  -6.1892  3.5923  1.5728
H  -4.4746  3.6015  1.4195

Forces on atoms 1 to 6 (eV/Å):
1.45 -0.38 0.22
-0.45 0.41 0.42
0.38 -1.06 -0.15
-0.46 0.13 -0.19
0.13 0.10 0.27
-0.56 0.15 -0.32

Here are the Mulliken charges for atoms 1 to 2, given in e: -0.760 0.878

# 2
ORCA calculation (ωB97M-V/def2-TZVPD) on an isolated molecule of C6H12O.

Computed properties:
- HOMO level: -9.92 eV
- Charge: 0
- SMILES string: C[C@@H]1C[C@@H]1[C@@H](C)O
- Energy relative to the best compared isomer or geometry (same formula, charge and spin): 25.93 kcal per mole
- Kohn-Sham gap: 11.0 eV

Element x y z (Å)
C  2.2977  -0.0081  -0.2380
C  0.9890  -0.4081  0.4548
O  1.2214  -0.7392  1.8179
C  -0.0892  0.6587  0.3403
C  -0.6291  1.0282  -1.0138
C  -1.5397  0.4030  0.0030
C  -2.1372  -0.9723  -0.1741
H  2.1556  0.1247  -1.3164
H  3.0530  -0.7866  -0.0832
H  2.6991  0.9347  0.1581
H  0.6413  -1.3438  -0.0048
H  1.4820  0.0765  2.2685
H  0.0269  1.4496  1.0819
H  -0.3148  0.3792  -1.8302
H  -0.7598  2.0698  -1.2978
H  -2.2135  1.1129  0.4806
H  -1.3714  -1.7148  -0.4250
H  -2.8856  -0.9711  -0.9762
H  -2.6259  -1.2933  0.7542

Forces on atoms 1 to 6 (eV/Å):
0.02 0.03 0.01
-0.09 -0.01 -0.33
0.04 0.16 0.17
0.07 -0.03 0.13
0.01 0.01 -0.17
-0.10 0.00 0.13

Here are the Mulliken charges for atoms 1 to 2, given in e: -1.358 0.169

# 3
ORCA calculation (ωB97M-V/def2-TZVPD) on a structure of composition C34H24Br2N3O2OsS3.

Computed properties:
- HOMO level (spin up / spin down): -10.86 / -10.86 eV
- Charge: +1
- Kohn-Sham gap (spin up / spin down): 5.1 / 5.2 eV

Element x y z (Å)
Os  0.1420  -0.6117  -0.8862
C  -2.7499  0.3987  -1.5641
N  -1.8511  -0.7244  -1.3028
C  -2.3495  -1.9076  -1.0623
C  -1.4549  -2.9618  -0.8470
C  -1.5980  -4.3326  -0.6203
C  -0.3135  -4.8360  -0.4301
C  0.5641  -3.7612  -0.5514
N  -0.1048  -2.6244  -0.8246
C  -2.8041  0.8078  -3.0258
C  -1.8068  1.6084  -3.5738
C  -1.9167  2.0845  -4.8706
C  -3.0311  1.7669  -5.6329
C  -4.0091  0.9366  -5.1081
C  -3.8951  0.4546  -3.8119
H  -2.3919  1.2504  -0.9801
H  -3.7575  0.1395  -1.2305
H  -3.4233  -2.0643  -1.0157
H  -2.5203  -4.8883  -0.5992
H  -0.0389  -5.8584  -0.2369
H  1.6376  -3.8006  -0.4621
H  -0.9554  1.8838  -2.9695
H  -1.1439  2.7234  -5.2770
H  -3.1403  2.1725  -6.6293
H  -4.8753  0.6780  -5.7022
H  -4.6719  -0.1833  -3.4065
Br  0.3879  4.3850  -1.5746
C  1.8221  3.1762  -1.4974
C  3.1370  3.6239  -1.6269
C  4.1813  2.7346  -1.5665
Br  5.9412  3.3844  -1.7692
C  3.9560  1.3496  -1.3486
C  4.9586  0.3703  -1.2493
C  4.6017  -0.9348  -1.0041
C  3.2559  -1.2716  -0.8891
N  2.2760  -0.3833  -0.9981
C  2.6197  0.9187  -1.2193
C  1.5295  1.8252  -1.3045
O  0.3208  1.3511  -1.1782
H  3.3320  4.6755  -1.7801
H  5.9983  0.6435  -1.3602
H  5.3522  -1.7053  -0.9096
H  2.9636  -2.2932  -0.6970
O  -0.4555  -0.5983  1.1479
C  -0.2533  -0.0995  2.4402
C  -1.3440  -0.8223  3.2033
C  -1.2602  -1.7735  4.1744
C  -2.5131  -2.3707  4.4607
C  -3.5146  -1.8926  3.6712
S  -2.9574  -0.7086  2.5711
C  1.1250  -0.4906  2.9522
C  1.9380  -1.4492  2.4261
C  3.1744  -1.5557  3.1137
C  3.2744  -0.6695  4.1400
S  1.8737  0.3064  4.2888
C  -0.3953  1.4065  2.5695
C  -1.2027  2.1244  3.3991
C  -1.0353  3.5263  3.2588
C  -0.0919  3.8487  2.3367
S  0.6019  2.4566  1.6225
H  -0.3439  -2.0267  4.6862
H  -2.6588  -3.1236  5.2199
H  -4.5550  -2.1722  3.6799
H  1.6363  -2.0665  1.5920
H  3.9451  -2.2698  2.8641
H  4.0936  -0.5414  4.8277
H  -1.8933  1.6745  4.0961
H  -1.5991  4.2579  3.8166
H  0.2367  4.8291  2.0348

Forces on atoms 1 to 6 (eV/Å):
0.58 0.42 3.77
0.05 0.38 -0.19
-0.90 -0.95 0.95
-0.26 1.05 -0.43
-0.15 -1.39 0.15
-0.59 1.18 -0.14

Here are the Mulliken charges for atoms 1 to 2, given in e: 2.034 -1.404

Number 1: E -93348.2965 eV. Number 2: E -8463.2295 eV. Number 3: E -219262.8235 eV.